One molecule with the formula C5H8NP in a non-equilibrium geometry. Source: OMol25; level of theory: ωB97M-V/def2-TZVPD.

```
15
C5H8NP | OMol25 | ωB97M-V/def2-TZVPD
C 3.39418 -1.82656 -1.39714
C 0.06202 -1.87263 -1.29401
C -0.74199 1.25170 0.81042
C -0.46796 -1.20826 -0.05975
C 0.20286 0.10567 0.44617
N 4.45550 -2.01722 -1.00174
P 1.61091 -1.72663 -1.95273
H -0.28553 1.91945 1.53758
H -1.72584 0.94982 1.12905
H -0.90702 1.92192 -0.02434
H -1.50395 -1.28088 -0.33235
H -0.45628 -1.90729 0.74111
H 0.65781 -0.18353 1.29787
H 1.02661 0.39040 -0.34174
H 1.48741 -2.66152 -2.93366
```

The total charge is 0. As for the HOMO energy: -9.05 eV. As for the total energy: -591.24186 hartree. Its SMILES is CCCC#[PH]C#N.

C2H5FIN as an isolated structure in a non-equilibrium geometry. Source: OMol25; level of theory: ωB97M-V/def2-TZVPD.

```
10
C2H5FIN | OMol25 | ωB97M-V/def2-TZVPD
C -0.75895 0.92335 -0.90361
C 0.42846 -0.47361 -0.00328
N -0.15917 -0.89822 1.18316
F 0.43107 -1.55489 -0.85447
I 2.39153 0.49778 0.05079
H -0.26697 0.67980 -1.76331
H -1.76023 0.69601 -0.67493
H -0.33273 1.73559 -0.32828
H -0.40668 -0.05705 1.70952
H 0.43368 -1.54876 1.58441
```

The total charge is 0. As for the HOMO energy: -9.14 eV. As for the total energy: -531.44182 hartree.

C40H40AsN4O8STi as an isolated structure in a non-equilibrium geometry. Source: OMol25; level of theory: ωB97M-V/def2-TZVPD.

```
95
C40H40AsN4O8STi | OMol25 | ωB97M-V/def2-TZVPD
Ti -0.43807 0.52646 0.07667
C -0.24760 -6.53606 2.47104
C -0.20552 -5.17795 1.82442
C 0.02344 -5.00870 0.48836
C 0.13453 -3.73350 -0.12250
C 0.38395 -3.80563 -1.52115
N 1.05380 -3.04265 -2.33290
C 1.95421 -1.95220 -1.99075
C 3.16397 -2.46406 -1.19448
C 4.06020 -1.30942 -0.77100
N 3.43770 -0.57719 0.32916
C 4.00452 0.37260 1.00599
C 3.32537 1.24573 1.88607
C 4.05780 2.26437 2.53063
C 3.44993 3.28453 3.22155
C 4.24394 4.36645 3.90421
C 2.04872 3.31881 3.21257
C 1.27968 2.35241 2.59433
C -0.15422 2.51021 2.52595
N -0.95343 1.76390 1.86261
C -2.38424 2.02331 2.05971
C -2.81980 1.36329 3.36424
C -2.83372 -0.15678 3.23291
N -1.79463 -0.71777 2.37665
C -1.21538 -1.75572 2.81643
C -0.52730 -2.75954 2.00807
C -0.49157 -4.02364 2.56392
C -0.12641 -2.54693 0.65095
O -0.09301 -1.37516 0.13123
C 1.89368 1.22404 1.97271
O 1.20051 0.24012 1.53410
H 0.24714 -7.28143 1.85128
H -1.28162 -6.85363 2.62075
H 0.23583 -6.51883 3.44725
H 0.18332 -5.88611 -0.13002
H -0.00294 -4.70065 -2.00060
H 1.02978 -3.30628 -3.30717
H 1.40628 -1.22283 -1.41737
H 2.28921 -1.46768 -2.90504
H 3.73970 -3.15661 -1.81034
H 2.82756 -3.00519 -0.30558
H 4.20003 -0.62658 -1.61476
H 5.03556 -1.67741 -0.45045
H 2.42809 -0.65944 0.47531
H 5.06526 0.53509 0.83504
H 5.14049 2.24068 2.45737
H 5.28635 4.07258 4.01392
H 3.84299 4.58424 4.89385
H 4.21782 5.29025 3.32290
H 1.54696 4.15423 3.69209
H -0.56232 3.34884 3.09734
H -2.94076 1.59348 1.22499
H -2.57217 3.09779 2.08167
H -3.81991 1.69987 3.63780
H -2.13402 1.66442 4.15873
H -3.77554 -0.44983 2.75586
H -2.81913 -0.61860 4.22756
H -1.37805 -2.06907 3.85587
H -0.77213 -4.13753 3.60608
O 3.06451 2.71067 -1.12656
As 1.82045 1.84332 -2.00349
O 2.65841 0.93098 -3.05800
O 0.98679 0.79507 -0.94449
C 0.66859 3.08501 -2.94644
C 0.95458 3.28978 -4.28739
C 0.13092 4.12323 -5.03241
C -0.98493 4.71094 -4.45024
C -1.27970 4.49822 -3.11158
C -0.43810 3.69731 -2.36288
S -0.70338 3.37866 -0.64694
O 0.63763 3.30366 -0.09308
O -1.55112 4.36804 -0.05727
O -1.34568 2.01345 -0.64432
H 2.64561 3.30544 -0.48365
H 1.81167 2.78595 -4.71589
H 0.36222 4.31304 -6.07163
H -1.63340 5.33977 -5.04512
H -2.14121 4.95400 -2.64070
C -5.26043 -2.55590 -1.20747
C -4.47345 -2.30567 -0.06692
C -3.32841 -1.56578 -0.16631
C -2.87431 -1.04717 -1.40671
C -1.64463 -0.32322 -1.52772
C -1.25808 0.03215 -2.80189
C -2.05608 -0.20675 -3.94004
C -3.25387 -0.84571 -3.82114
C -3.67492 -1.31469 -2.55708
C -4.86944 -2.06190 -2.41813
H -6.16780 -3.13892 -1.11850
H -4.78349 -2.70460 0.89180
H -2.73607 -1.36142 0.70967
H -0.30576 0.51299 -2.98235
H -1.71201 0.14068 -4.90722
H -3.89101 -1.01543 -4.68093
H -5.46898 -2.24232 -3.30296
```

The total charge is +1. As for the HOMO energy: -9.74 eV. As for the total energy: -5852.56051 hartree.

C16H24AlF5N3O6S as an isolated structure in a non-equilibrium geometry. Source: OMol25; level of theory: ωB97M-V/def2-TZVPD.

```
56
C16H24AlF5N3O6S | OMol25 | ωB97M-V/def2-TZVPD
C -0.60203 3.06628 0.95349
C -2.19549 3.25474 0.96251
C -3.02457 1.93961 0.60804
F -2.61982 1.46811 -0.72631
Al -3.01576 0.48747 2.04370
O -4.41759 0.55348 3.29863
O -2.71229 -1.17233 1.19809
C -1.25665 -1.11366 1.17938
C -0.47539 -2.16463 0.25889
C 0.20584 -1.33157 -0.92312
C 1.21529 -2.14957 -1.84853
C 2.76040 -2.02463 -1.46543
C 3.30908 -0.53345 -1.27074
C 2.68533 0.56142 -2.24430
C 3.20817 0.50884 -3.76303
S 1.90746 0.07404 -5.00871
C 0.34946 0.95596 -4.64111
N -0.17004 2.02556 -5.41109
N -1.36802 2.45656 -4.91636
C -1.64983 1.64006 -3.76064
O -0.59194 0.71511 -3.59411
C -0.59704 -0.69173 2.62340
O 0.62132 0.09834 2.60885
N 1.65218 -0.53710 1.97810
O 2.21548 -1.30889 2.68789
C -0.75734 -1.89120 3.68500
F -0.36675 -3.16612 3.20456
F -2.15539 -1.99837 3.98065
C -0.03865 -1.66796 5.09575
F 1.18876 -2.40406 5.22353
F 0.14608 -0.32031 5.46533
O -1.53772 0.27290 3.15633
H -0.26022 2.16596 0.32472
H -0.29375 2.87300 2.04678
H -0.07897 4.03421 0.64448
H -2.42726 4.09801 0.20798
H -2.50810 3.63637 1.98808
H -4.12199 2.27907 0.47538
H -5.21618 0.58921 2.73170
H -1.10614 -0.11501 0.60688
H 0.31145 -2.78339 0.80918
H -1.23406 -2.88607 -0.21922
H 0.70672 -0.41528 -0.47540
H -0.64966 -0.97333 -1.60254
H 1.09085 -1.79232 -2.92400
H 0.97594 -3.27807 -1.86665
H 2.89612 -2.55343 -0.44842
H 3.45424 -2.59816 -2.18372
H 4.45545 -0.58779 -1.39116
H 3.11771 -0.22699 -0.18557
H 3.01574 1.58663 -1.83157
H 1.55051 0.59124 -2.27598
H 3.99509 -0.33202 -3.82162
H 3.73400 1.49881 -4.02435
H -2.58793 1.71100 -3.11472
H -0.73209 -2.12454 5.89109
```

The total charge is -1. As for the HOMO energy: -6.07 eV. As for the total energy: -2379.64204 hartree.

A 3-piece molecular cluster, C22H38IN2O3 overall in a non-equilibrium geometry. Source: OMol25; level of theory: ωB97M-V/def2-TZVPD.

```
66
C22H38IN2O3 | OMol25 | ωB97M-V/def2-TZVPD
C 3.36902 0.50648 4.24640
C 3.15459 -0.05468 2.80758
C 1.69842 -0.55059 2.53582
I 1.65420 -2.67131 2.93870
C 0.61577 0.25104 3.24119
C -0.40472 -0.35020 3.93599
N -1.37375 0.35644 4.52000
C -1.41303 1.68212 4.48683
C -0.45206 2.38948 3.82845
C 0.56227 1.66338 3.20139
C 1.57810 2.50343 2.44319
O 1.89180 2.35058 1.30803
O 2.10116 3.55649 3.20829
O 3.50294 3.61005 2.98855
C 4.07599 3.93774 4.12360
N 4.38402 3.96771 5.24739
H 2.65625 -0.00918 4.90733
H 4.36645 0.20572 4.57880
H 3.23424 1.58815 4.28120
H 3.86530 -0.87356 2.66153
H 3.38542 0.67918 2.02470
H 1.51018 -0.43534 1.45792
H -0.49670 -1.43009 4.03031
H -2.12115 -0.13733 4.99652
H -2.25177 2.17587 4.97266
H -0.49754 3.47376 3.79160
C -0.26158 1.16092 -0.57850
C 0.85617 0.78645 -1.54487
C 1.29094 1.94101 -2.44554
C 0.20668 2.48194 -3.37911
C -0.41013 1.45118 -4.32264
C 0.59358 0.84236 -5.29647
H -1.17381 1.44493 -1.10598
H -0.50448 0.31358 0.06667
H 0.03928 1.99167 0.05697
H 0.54645 -0.07304 -2.14589
H 1.72518 0.45675 -0.96426
H 2.15413 1.62005 -3.03449
H 1.64746 2.76488 -1.81809
H 0.63764 3.29393 -3.97233
H -0.59254 2.93745 -2.78583
H -1.19953 1.94180 -4.89819
H -0.89707 0.65619 -3.75149
H 1.06394 1.61665 -5.90557
H 0.09331 0.14456 -5.97002
H 1.37871 0.29022 -4.77645
C -2.21817 -2.00229 0.59319
C -2.87890 -3.08755 -0.25049
C -1.90494 -3.80253 -1.18552
C -1.24224 -2.91589 -2.24081
C -2.20725 -2.17676 -3.16677
C -3.07081 -3.10908 -4.00994
H -1.80831 -1.20601 -0.02537
H -2.94944 -1.55215 1.27113
H -1.40853 -2.42208 1.19806
H -3.70821 -2.65637 -0.81701
H -3.32066 -3.82974 0.41994
H -2.43110 -4.62412 -1.67793
H -1.11719 -4.26985 -0.58478
H -0.57786 -3.53972 -2.84649
H -0.59543 -2.18198 -1.74744
H -1.62155 -1.54356 -3.83830
H -2.84820 -1.50182 -2.59062
H -2.45041 -3.76541 -4.62332
H -3.71062 -2.53178 -4.67887
H -3.71988 -3.73015 -3.39051
```

The total charge is +1. As for the HOMO energy: -12.78 eV. As for the total energy: -1493.60427 hartree.

A 4-piece molecular cluster, H8O4 overall in a non-equilibrium geometry. Source: OMol25; level of theory: ωB97M-V/def2-TZVPD.

```
12
H8O4 | OMol25 | ωB97M-V/def2-TZVPD
O 6.17285 -0.76362 -3.31101
H 6.61772 -1.55585 -3.63770
H 6.88115 -0.16012 -3.10432
H -1.62706 -0.13076 -2.58126
O -2.20346 0.45500 -2.11216
H -2.19430 0.36877 -1.15277
O -1.94436 -0.60746 4.18332
H -2.55414 -1.21209 4.63757
H -1.19083 -0.60065 4.75741
O -2.18073 1.09656 0.98099
H -2.90935 1.48514 1.45100
H -1.79380 0.61351 1.73166
```

The total charge is 0. As for the HOMO energy: -10.74 eV. As for the total energy: -305.74029 hartree. Its SMILES is O.O.O.O.